Model P:
The following is a quantum chemistry calculation of a molecular structure, C2HBr2Cl3, from the OMol25 dataset.

**E_LUMO**: -0.0293 Ha
**HOMO-LUMO gap**: 9.28 eV

ORCA input file:
```
! RIJCOSX wB97M-V def2-TZVPD def2/J DEFGRID3
* xyz 0 1
C 0.385 -0.521 0.203
C -0.405 0.634 -0.311
Cl -0.318 0.765 -2.075
Cl 0.104 2.158 0.434
Cl -2.126 0.307 0.150
Br 0.217 -0.689 2.108
Br 0.012 -2.154 -0.681
H 2.131 -0.500 0.173
*
```

Model Q:
The following is a quantum chemistry calculation of 2 unconnected molecules or ions with the total composition C2HBr2Cl3, from the OMol25 dataset.

**E_LUMO (spin up / spin down)**: -0.0571 / -0.1304 Ha
**HOMO-LUMO gap (spin up / spin down)**: 9.31 / 5.58 eV

ORCA input file:
```
! RIJCOSX wB97M-V def2-TZVPD def2/J DEFGRID3
* xyz 0 1
C -0.505 -0.479 0.600
C -0.699 -1.566 -0.397
Cl 0.841 -2.582 -0.288
Cl -0.677 -0.873 -2.083
Cl -2.128 -2.602 -0.209
Br -3.507 0.666 -0.481
Br -0.162 -0.960 2.308
H -0.511 0.616 0.369
*
```

Stability check: which of them is least stable? model P.

Model P:
The following is a quantum chemistry calculation of a gas-phase ion, C4H11N2O3 (charge +1), from the OMol25 dataset.

**E_LUMO**: -0.1147 Ha
**HOMO-LUMO gap**: 10.88 eV
**Structure (SMILES)**: [NH3+][C@@H](CCNO)C(=O)O

ORCA input file:
```
! RIJCOSX wB97M-V def2-TZVPD def2/J DEFGRID3
* xyz 1 1
N 0.415 1.132 0.930
C 1.147 -0.159 0.779
C 0.195 -1.275 0.296
C -0.785 -0.751 -0.818
N -1.857 -0.029 -0.166
O -2.287 1.149 -0.794
C 2.375 -0.088 -0.218
O 3.042 -0.984 -0.585
O 2.575 1.246 -0.627
H 0.763 1.857 0.269
H 0.444 1.536 1.814
H -0.604 0.837 0.818
H 1.744 -0.364 1.678
H 0.867 -2.222 -0.104
H -0.457 -1.634 1.135
H -0.218 0.085 -1.433
H -1.157 -1.355 -1.623
H -2.726 -0.659 0.095
H -2.327 0.898 -1.687
H 3.300 1.265 -1.300
*
```

Model Q:
The following is a quantum chemistry calculation of 2 unconnected molecules or ions with the total composition C4H11N2O3, from the OMol25 dataset.

**E_LUMO**: -0.1058 Ha
**HOMO-LUMO gap**: 11.32 eV

ORCA input file:
```
! RIJCOSX wB97M-V def2-TZVPD def2/J DEFGRID3
* xyz 1 1
C -2.142 -0.134 -0.013
C -0.859 -0.857 -0.407
C -1.175 1.056 0.567
C 1.915 -0.035 -0.353
N 2.680 0.890 0.179
N 0.012 0.123 0.402
O -0.545 -2.204 -0.032
O -1.192 2.151 -0.315
O 2.035 -1.280 0.051
H -2.488 0.241 -0.863
H -2.908 -0.630 0.567
H -0.625 -0.811 -1.503
H -1.177 1.238 1.751
H 3.354 1.402 -0.405
H 3.043 0.713 1.077
H 0.127 -0.296 1.287
H 1.580 0.019 -1.415
H -1.321 -2.730 -0.176
H -1.635 2.964 -0.011
H 1.321 -1.822 -0.390
*
```

Stability check: which of them is least stable? model Q.

Model P:
The following is a quantum chemistry calculation of 2 unconnected molecules or ions with the total composition C4H8NO2S, from the OMol25 dataset.

**E_LUMO**: -0.0684 Ha
**HOMO-LUMO gap**: 2.17 eV

ORCA input file:
```
! RIJCOSX wB97M-V def2-TZVPD def2/J DEFGRID3
* xyz -1 1
C -0.316 1.255 0.117
C -0.082 -0.198 0.488
C 1.377 -0.540 0.503
S 3.933 1.033 1.495
N -0.834 -1.082 -0.575
C -2.153 -0.664 -1.069
O -2.567 -1.364 -2.041
O -2.767 0.215 -0.399
H -0.055 1.857 1.012
H 0.403 1.649 -0.620
H -1.369 1.466 -0.076
H -0.617 -0.427 1.366
H 2.121 0.127 0.964
H 1.798 -0.470 -0.508
H 1.482 -1.564 0.777
H -0.356 -1.294 -1.434
*
```

Model Q:
The following is a quantum chemistry calculation of a gas-phase ion, C4H8NO2S (charge -1), from the OMol25 dataset.

**E_LUMO**: 0.1093 Ha
**HOMO-LUMO gap**: 6.83 eV
**Structure (SMILES)**: N[C@H](CCS)C(=O)[O-]

ORCA input file:
```
! RIJCOSX wB97M-V def2-TZVPD def2/J DEFGRID3
* xyz -1 1
N -1.596 1.352 -0.371
C -0.930 0.095 0.008
C 0.552 0.128 -0.292
C 1.297 0.197 1.091
S 3.055 0.799 0.933
C -1.793 -1.082 -0.640
O -1.287 -1.700 -1.593
O -2.962 -1.146 -0.183
H -1.372 1.588 -1.335
H -2.601 1.314 -0.296
H -1.138 0.010 1.079
H 0.747 1.115 -0.721
H 0.860 -0.762 -0.823
H 0.771 0.965 1.649
H 1.273 -0.797 1.526
H 3.344 0.470 -0.297
*
```

Model R:
The following is a quantum chemistry calculation of a gas-phase ion, C4H8NO2S (charge -1), from the OMol25 dataset.

**E_LUMO**: 0.1334 Ha
**HOMO-LUMO gap**: 6.60 eV
**Structure (SMILES)**: O=CN[C@H](CO)C[S-]

ORCA input file:
```
! RIJCOSX wB97M-V def2-TZVPD def2/J DEFGRID3
* xyz -1 1
O 1.739 2.929 -0.332
C 0.973 2.007 -0.489
N 1.117 0.805 0.197
C 0.167 -0.296 -0.140
C -1.279 0.163 0.200
O -2.181 0.085 -0.907
C 0.525 -1.522 0.635
S -0.634 -2.903 0.386
H 0.071 1.990 -1.133
H 2.054 0.477 0.374
H 0.256 -0.430 -1.234
H -1.259 1.177 0.593
H -1.650 -0.547 0.947
H -1.963 -0.792 -1.264
H 0.516 -1.284 1.715
H 1.549 -1.859 0.451
*
```

Stability check: which of them is least stable? model P.